A structure of composition C2HF5NO5S2Sm at a distorted geometry, computed with wB97M-V/def2-TZVPD.

The calculation puts the total energy at -2461.2976 Ha. As for the total charge: 0. The highest occupied orbital energy (spin up / spin down) comes out at -0.3091 / -0.3373 hartree. For the orbital gap (spin up / spin down), the calculation gives 6.839 / 7.598 eV. For the lowest unoccupied orbital energy (spin up / spin down), the calculation gives -1.572 / -1.580 eV. The multiplicity is 8.

Geometry as XYZ:
```
17
Properties=species:S:1:pos:R:3:mulliken_spin:R:1
Sm 2.87 -0.83 2.30 6.048
S 1.83 0.73 -0.28 0.001
S -0.33 0.28 1.82 -0.002
F -0.39 0.62 -2.14 0.000
F 3.80 -0.88 -0.91 0.001
F -1.93 0.98 -0.69 0.000
F -1.21 -1.03 -1.04 0.000
F 1.86 -1.84 -0.96 -0.001
O -1.69 -0.28 1.78 -0.001
O 2.07 1.65 -1.38 -0.001
O 0.63 -0.76 2.36 -0.010
O 2.31 1.18 1.09 -0.009
O -6.38 0.14 -0.55 1.022
N 0.24 0.45 0.03 -0.001
C -0.84 0.25 -0.94 0.000
C 2.63 -1.01 -0.22 -0.025
H -5.46 0.36 -0.27 -0.022
```

A structure of composition C2HF6HfNO4S6Sb at a distorted geometry, computed with wB97M-V/def2-TZVPD.

The calculation puts the total energy at -3709.0832 Ha. As for the total charge: -1. The highest occupied orbital energy comes out at -0.1686 hartree. For the orbital gap, the calculation gives 4.648 eV. For the lowest unoccupied orbital energy, the calculation gives 0.061 eV. Its energy above the lowest of the compared OMol25 structures with the same formula, charge and spin is 0.0 kJ/mol.

Geometry as XYZ:
```
22
Properties=species:S:1:pos:R:3:nbo_charge:R:1
Hf 1.91 0.36 0.24 1.756
Sb 2.29 -1.00 2.82 1.053
S 4.06 -1.90 3.25 -0.741
S 1.46 -2.37 0.90 -0.570
S -1.35 1.19 -0.05 2.223
S -1.86 0.35 -2.52 2.186
S 1.03 -1.48 4.87 -0.759
S 2.94 1.40 2.68 -0.589
F 0.15 -1.18 -1.61 -0.309
F 0.83 0.55 -2.79 -0.302
F -0.81 0.80 2.54 -0.284
F -2.72 -0.03 1.88 -0.294
F -0.05 -1.17 -3.77 -0.305
F -0.86 -1.03 1.34 -0.296
O -2.05 2.44 0.26 -0.841
O -2.72 -0.53 -3.33 -0.883
O -1.80 1.72 -3.04 -0.898
O 0.08 1.34 -0.32 -1.049
N -2.14 0.17 -0.97 -1.119
C -0.16 -0.37 -2.66 0.699
C -1.44 0.20 1.49 0.722
H 3.22 0.53 -1.21 -0.400
```

A cluster of 2 separate species, C2HF6P in total at a distorted geometry, computed with wB97M-V/def2-TZVPD.

The calculation puts the total energy at -1017.2200 Ha. As for the total charge: 0. The highest occupied orbital energy (spin up / spin down) comes out at -0.2952 / -0.3929 hartree. For the orbital gap (spin up / spin down), the calculation gives 8.616 / 9.143 eV. For the lowest unoccupied orbital energy (spin up / spin down), the calculation gives 0.584 / -1.549 eV. The multiplicity is 3. Its energy above the lowest of the compared OMol25 structures with the same formula, charge and spin is 0.0 kJ/mol.

Geometry as XYZ:
```
10
Properties=species:S:1:pos:R:3:nbo_charge:R:1
P -1.75 -0.68 -0.61 0.859
F -1.74 1.02 1.51 -0.312
F 1.29 -1.29 0.41 -0.325
F 2.42 0.28 1.16 -0.328
F -1.51 2.04 -0.41 -0.300
F -0.56 -0.51 -1.68 -0.577
F 2.57 -0.22 -1.07 -0.323
C -1.46 0.93 0.24 0.377
C 1.76 -0.11 0.04 0.978
H -1.00 -1.46 0.40 -0.048
```